Entry 1:
Below is a single H2NO2P molecule in a non-equilibrium geometry, with properties calculated with ωB97M-V/def2-TZVPD.

Computed properties:
E_LUMO: 0.024 eV
SMILES: NOP=O
energy relative to the best compared isomer or geometry (same formula, charge and spin): 41.4 kcal/mol
F_max: 0.0775 hartree/bohr
Kohn-Sham gap: 10.6272 eV

Structure (ORCA input):
```
! wB97M-V def2-TZVPD RIJCOSX def2/J DEFGRID3
* xyz 0 1
N -0.917 -0.341 0.484
O 0.194 -0.050 -0.631
P 1.236 0.821 0.283
O 2.244 1.129 -0.707
H -0.913 -1.304 0.558
H -1.843 -0.256 0.012
*
```

Atomic partial charges in e from the Mulliken method, atoms 1 to 4: atom 1 (N): -0.4176, atom 2 (O): -0.2175, atom 3 (P): 0.5429, atom 4 (O): -0.4437

---

Entry 2:
Below is a gas-phase ion, H2NO3S (charge -1) in a non-equilibrium geometry, with properties calculated with ωB97M-V/def2-TZVPD.

Computed properties:
E_LUMO: 4.164 eV
SMILES: NS(=O)(=O)[O-]
energy relative to the best compared isomer or geometry (same formula, charge and spin): 28.5 kcal/mol
F_max: 0.1173 hartree/bohr
Kohn-Sham gap: 8.5124 eV

Structure (ORCA input):
```
! wB97M-V def2-TZVPD RIJCOSX def2/J DEFGRID3
* xyz -1 1
N -0.961 -0.384 -0.005
S 0.758 -0.035 0.008
O 0.525 1.630 0.027
O 1.253 -0.607 1.240
O 1.335 -0.636 -1.197
H -1.394 0.171 0.800
H -1.515 -0.138 -0.872
*
```

Atomic partial charges in e from the Mulliken method, atoms 1 to 4: atom 1 (N): -0.6028, atom 2 (S): 1.0125, atom 3 (O): -0.7077, atom 4 (O): -0.5938

---

Entry 3:
Below is 2 unconnected molecules or ions with the total composition H2NO4PS in a non-equilibrium geometry, with properties calculated with ωB97M-V/def2-TZVPD.

Computed properties:
E_LUMO (spin up / spin down): 6.398 / 6.398 eV
energy relative to the best compared isomer or geometry (same formula, charge and spin): 58.6 kcal/mol
F_max: 0.0798 hartree/bohr
Kohn-Sham gap (spin up / spin down): 6.4219 / 6.2571 eV

Structure (ORCA input):
```
! wB97M-V def2-TZVPD RIJCOSX def2/J DEFGRID3
* xyz -2 1
N -2.460 0.586 -0.199
O 1.463 1.244 -0.966
O 2.086 -1.211 -1.167
O 2.132 -0.060 1.173
O -0.295 -2.079 0.518
P 1.613 -0.123 -0.303
S -0.200 -0.649 0.924
H -2.573 1.128 0.751
H -1.766 1.164 -0.730
*
```

Atomic partial charges in e from the Mulliken method, atoms 1 to 4: atom 1 (N): -0.7380, atom 2 (O): -0.7566, atom 3 (O): -0.6855, atom 4 (O): -0.7156

---

Entry 4:
Below is 2 unconnected molecules or ions with the total composition H2NO4S in a non-equilibrium geometry, with properties calculated with ωB97M-V/def2-TZVPD.

Computed properties:
E_LUMO (spin up / spin down): 4.041 / 3.899 eV
energy relative to the best compared isomer or geometry (same formula, charge and spin): 34.9 kcal/mol
F_max: 0.0607 hartree/bohr
Kohn-Sham gap (spin up / spin down): 6.1686 / 9.3813 eV
⟨S²⟩: 2.01

Structure (ORCA input):
```
! wB97M-V def2-TZVPD RIJCOSX def2/J DEFGRID3
* xyz -1 3
N -1.212 -0.110 -0.843
O 1.334 -1.232 0.294
O 1.394 1.129 0.638
O -1.138 -1.035 0.120
O -1.358 1.143 -0.278
S 1.709 0.059 -0.293
H -0.196 -1.275 0.079
H -0.533 1.320 0.283
*
```

Atomic partial charges in e from the Mulliken method, atoms 1 to 4: atom 1 (N): -0.2385, atom 2 (O): -0.6452, atom 3 (O): -0.6053, atom 4 (O): -0.3432

---

Entry 5:
Below is 2 unconnected molecules or ions with the total composition H2NO5PS in a non-equilibrium geometry, with properties calculated with ωB97M-V/def2-TZVPD.

Computed properties:
E_LUMO (spin up / spin down): 6.729 / 5.316 eV
energy relative to the best compared isomer or geometry (same formula, charge and spin): 0.0 kcal/mol
F_max: 0.0292 hartree/bohr
Kohn-Sham gap (spin up / spin down): 5.6831 / 6.3051 eV
⟨S²⟩: 2.01

Structure (ORCA input):
```
! wB97M-V def2-TZVPD RIJCOSX def2/J DEFGRID3
* xyz -2 3
N 2.365 -2.061 1.386
O -0.910 -0.400 1.300
O -2.361 1.591 -0.696
O -0.666 -1.364 -1.013
O -0.549 1.691 -2.341
O -0.279 2.776 -0.178
P -0.270 -0.306 -0.039
S -0.919 1.697 -0.929
H 1.913 -1.938 0.471
H 1.674 -1.686 2.038
*
```

Atomic partial charges in e from the Mulliken method, atoms 1 to 4: atom 1 (N): -0.6630, atom 2 (O): -0.5826, atom 3 (O): -0.6300, atom 4 (O): -0.5772

---

Entry 6:
Below is 2 unconnected molecules or ions with the total composition H2NOS in a non-equilibrium geometry, with properties calculated with ωB97M-V/def2-TZVPD.

Computed properties:
E_LUMO: 2.307 eV
energy relative to the best compared isomer or geometry (same formula, charge and spin): 22.9 kcal/mol
F_max: 0.1178 hartree/bohr
Kohn-Sham gap: 4.9735 eV

Structure (ORCA input):
```
! wB97M-V def2-TZVPD RIJCOSX def2/J DEFGRID3
* xyz -1 1
N -0.769 0.439 -1.337
O -1.981 0.518 -1.002
S 1.966 -0.936 1.775
H -0.282 0.146 -0.563
H 1.067 -0.167 1.127
*
```

Atomic partial charges in e from the Mulliken method, atoms 1 to 4: atom 1 (N): -0.0845, atom 2 (O): -0.2487, atom 3 (S): -0.8007, atom 4 (H): 0.3447

---

Entry 7:
Below is 2 unconnected molecules or ions with the total composition H2NOS2 in a non-equilibrium geometry, with properties calculated with ωB97M-V/def2-TZVPD.

Computed properties:
E_LUMO: 3.467 eV
energy relative to the best compared isomer or geometry (same formula, charge and spin): 33.4 kcal/mol
F_max: 0.0462 hartree/bohr
Kohn-Sham gap: 6.4717 eV

Structure (ORCA input):
```
! wB97M-V def2-TZVPD RIJCOSX def2/J DEFGRID3
* xyz -1 1
N -4.002 0.503 0.224
O -4.675 -0.509 -0.014
S 1.046 0.565 0.346
S -2.402 0.481 -0.200
H -0.056 1.285 0.778
H 0.730 0.649 -1.071
*
```

Atomic partial charges in e from the Mulliken method, atoms 1 to 4: atom 1 (N): -0.0046, atom 2 (O): -0.4209, atom 3 (S): -0.3800, atom 4 (S): -0.5086

---

Entry 8:
Below is 2 unconnected molecules or ions with the total composition H2NPS in a non-equilibrium geometry, with properties calculated with ωB97M-V/def2-TZVPD.

Computed properties:
E_LUMO (spin up / spin down): -1.825 / -1.979 eV
energy relative to the best compared isomer or geometry (same formula, charge and spin): 71.3 kcal/mol
F_max: 0.0706 hartree/bohr
Kohn-Sham gap (spin up / spin down): 7.6101 / 6.1472 eV

Structure (ORCA input):
```
! wB97M-V def2-TZVPD RIJCOSX def2/J DEFGRID3
* xyz 0 1
N -1.296 -0.217 -0.019
P 1.059 -0.540 1.144
S 2.332 0.378 0.007
H -0.902 -0.495 -0.890
H -1.193 0.875 -0.243
*
```

Atomic partial charges in e from the Mulliken method, atoms 1 to 4: atom 1 (N): -0.6439, atom 2 (P): 0.3249, atom 3 (S): -0.1410, atom 4 (H): 0.2331

---

Entry 9:
Below is a molecular structure, H2Na, with properties calculated with ωB97M-V/def2-TZVPD.

Computed properties:
E_LUMO: -5.320 eV
F_max: 0.0148 hartree/bohr
Kohn-Sham gap: 15.6666 eV

Structure (ORCA input):
```
! wB97M-V def2-TZVPD RIJCOSX def2/J DEFGRID3
* xyz 1 1
H 0.587 -0.476 -0.269
H 0.110 -0.748 0.268
Na -0.697 1.224 0.001
*
```

Population analysis type Mulliken, resulting atomic charges in e: atom 1 (H): 0.0530, atom 2 (H): 0.0531, atom 3 (Na): 0.8939

---

Entry 10:
Below is a molecular structure, H2NaO in a non-equilibrium geometry, with properties calculated with ωB97M-V/def2-TZVPD.

Computed properties:
E_LUMO: -5.074 eV
energy relative to the best compared isomer or geometry (same formula, charge and spin): 3.0 kcal/mol
F_max: 0.0220 hartree/bohr
Kohn-Sham gap: 12.2594 eV

Structure (ORCA input):
```
! wB97M-V def2-TZVPD RIJCOSX def2/J DEFGRID3
* xyz 1 1
O 0.855 2.261 -1.214
H 1.807 2.309 -1.455
H 0.719 3.010 -0.591
Na 0.096 0.252 -0.132
*
```

Population analysis type Mulliken, resulting atomic charges in e: atom 1 (O): -0.7380, atom 2 (H): 0.3720, atom 3 (H): 0.3770, atom 4 (Na): 0.9890

---

Entry 11:
Below is 2 unconnected molecules or ions with the total composition H2O3PS in a non-equilibrium geometry, with properties calculated with ωB97M-V/def2-TZVPD.

Computed properties:
E_LUMO (spin up / spin down): 3.375 / 3.374 eV
energy relative to the best compared isomer or geometry (same formula, charge and spin): 21.0 kcal/mol
F_max: 0.0480 hartree/bohr
Kohn-Sham gap (spin up / spin down): 7.2406 / 7.2388 eV

Structure (ORCA input):
```
! wB97M-V def2-TZVPD RIJCOSX def2/J DEFGRID3
* xyz -1 1
O 3.131 0.196 -1.407
O 2.851 -1.378 0.486
O 3.324 0.947 0.916
P -0.051 0.957 0.043
S 2.782 -0.006 -0.015
H -0.544 -0.339 0.164
H -0.186 1.281 -1.321
*
```

Atomic partial charges in e from the Mulliken method, atoms 1 to 4: atom 1 (O): -0.4863, atom 2 (O): -0.4967, atom 3 (O): -0.4762, atom 4 (P): -0.1389

---

Entry 12:
Below is a molecular structure, H2ORb, with properties calculated with ωB97M-V/def2-TZVPD.

Computed properties:
E_LUMO: -4.177 eV
energy relative to the best compared isomer or geometry (same formula, charge and spin): 3.6 kcal/mol
F_max: 0.0091 hartree/bohr
Kohn-Sham gap: 12.3967 eV

Structure (ORCA input):
```
! wB97M-V def2-TZVPD RIJCOSX def2/J DEFGRID3
* xyz 1 1
Rb -1.944 0.896 0.849
O 0.320 -0.374 -0.078
H 1.139 -0.891 -0.098
H 0.485 0.369 -0.673
*
```

Population analysis type Mulliken, resulting atomic charges in e: atom 1 (Rb): 0.9838, atom 2 (O): -0.6225, atom 3 (H): 0.2990, atom 4 (H): 0.3397